Entry from the OMol25 dataset: C18H12BrIrN3O3SSe2 as an isolated structure at a distorted geometry (ωB97M-V/def2-TZVPD).

Atoms and positions in Å:
Ir: 0.949 0.083 -0.203
Se: 2.368 2.246 1.977
Se: 4.320 -0.725 1.278
C: 4.049 -0.187 -0.482
C: 5.179 -0.124 -1.345
C: 5.085 0.363 -2.617
C: 3.839 0.802 -3.091
C: 2.771 0.687 -2.251
N: 2.846 0.199 -0.994
C: 1.360 0.798 2.681
C: 0.855 0.836 3.975
C: 0.073 -0.210 4.428
C: -0.185 -1.279 3.583
C: 0.334 -1.253 2.308
N: 1.089 -0.243 1.856
H: 6.120 -0.468 -0.944
H: 5.965 0.424 -3.247
H: 3.708 1.210 -4.082
H: 1.777 0.995 -2.570
H: 1.064 1.695 4.594
H: -0.336 -0.190 5.430
H: -0.775 -2.125 3.905
H: 0.186 -2.066 1.612
S: 0.995 2.334 0.222
O: 0.257 -4.182 -1.069
C: 0.563 -3.034 -0.882
N: 0.896 -1.914 -0.701
Br: -6.042 0.151 -3.768
C: -5.118 0.306 -2.113
C: -5.851 0.444 -0.947
C: -5.173 0.552 0.260
C: -3.788 0.512 0.293
C: -3.071 0.371 -0.888
C: -3.736 0.274 -2.104
C: -1.571 0.304 -0.868
O: -0.889 0.566 -1.879
O: -1.038 -0.033 0.238
H: -6.932 0.464 -0.982
H: -5.737 0.660 1.178
H: -3.244 0.583 1.225
H: -3.164 0.173 -3.016

Values from the calculation:
* HOMO-LUMO gap: 6.1 eV
* charge: -1